Entry 1:
A 8-piece molecular cluster, C40H102N6O14 overall in a non-equilibrium geometry. Source: OMol25; level of theory: ωB97M-V/def2-TZVPD.

The geometry in ORCA input format:
```
! RIJCOSX wB97M-V def2-TZVPD def2/J DEFGRID3
* xyz 0 1
C 17.317 17.745 23.713
O 18.233 18.115 22.711
C 18.149 19.478 22.291
C 18.602 19.612 20.867
N 17.806 18.756 19.956
C 18.357 18.966 18.571
C 17.704 18.115 17.527
O 18.006 16.742 17.746
C 17.798 15.893 16.692
H 17.021 16.699 23.696
H 16.359 18.230 23.733
H 17.782 17.974 24.642
H 18.748 20.121 22.917
H 17.074 19.752 22.257
H 19.699 19.367 20.729
H 18.373 20.585 20.632
H 17.894 17.804 20.294
H 19.467 18.720 18.458
H 18.220 20.014 18.293
H 18.222 18.296 16.606
H 16.605 18.297 17.406
H 17.900 14.888 17.138
H 18.504 15.975 15.898
H 16.873 16.067 16.219
C 26.883 18.209 8.874
O 26.789 17.633 7.555
C 25.773 16.640 7.375
C 26.106 15.290 7.976
N 24.917 14.466 8.075
C 24.971 13.127 8.695
C 23.553 12.841 9.264
O 23.249 13.904 10.218
C 21.961 13.800 10.760
H 27.344 19.226 8.627
H 27.591 17.643 9.385
H 25.975 18.255 9.496
H 25.620 16.636 6.330
H 24.769 16.924 7.772
H 26.543 15.568 8.922
H 26.815 14.660 7.409
H 24.278 15.002 8.624
H 25.685 13.051 9.481
H 25.195 12.458 7.832
H 23.452 11.917 9.749
H 22.766 12.789 8.486
H 21.126 13.928 10.026
H 21.875 14.462 11.591
H 21.876 12.807 11.185
C 22.470 13.714 23.117
O 21.525 14.665 23.670
C 20.304 14.060 24.183
C 19.196 14.548 23.254
N 19.311 13.714 22.006
C 18.116 13.857 21.178
C 18.123 12.850 20.106
O 19.094 13.129 19.125
C 19.164 12.182 18.112
H 21.964 13.357 22.245
H 22.698 12.796 23.797
H 23.330 14.312 22.889
H 20.153 14.231 25.280
H 20.344 13.006 24.064
H 19.342 15.610 23.202
H 18.255 14.259 23.750
H 20.111 14.101 21.454
H 17.878 14.886 20.785
H 17.314 13.658 21.862
H 17.112 12.779 19.749
H 18.385 11.878 20.517
H 20.066 12.333 17.576
H 18.291 12.181 17.396
H 19.199 11.139 18.578
C 15.706 13.327 9.955
O 15.989 12.008 10.155
C 17.349 11.851 10.325
C 17.754 10.406 10.371
N 17.169 9.891 11.597
C 17.698 8.603 11.975
C 16.998 8.012 13.125
O 15.591 7.881 12.848
C 14.900 7.998 14.053
H 14.601 13.422 10.005
H 16.075 13.648 8.976
H 16.161 13.999 10.651
H 17.616 12.349 11.272
H 17.948 12.368 9.530
H 18.852 10.309 10.379
H 17.344 9.860 9.454
H 16.189 9.880 11.425
H 18.827 8.500 12.075
H 17.494 7.861 11.107
H 17.045 8.629 14.077
H 17.410 7.028 13.508
H 14.915 8.951 14.608
H 15.284 7.218 14.761
H 13.839 7.787 13.848
C 11.207 9.879 13.518
O 12.335 10.576 13.974
C 12.724 11.502 12.998
C 14.244 11.979 13.187
N 14.590 12.884 14.286
C 14.361 12.139 15.606
C 15.002 12.911 16.737
O 14.110 13.922 17.152
C 14.497 14.426 18.355
H 11.476 8.920 12.891
H 10.629 10.497 12.816
H 10.684 9.487 14.430
H 12.072 12.394 12.790
H 12.810 11.028 11.986
H 14.581 12.393 12.193
H 14.816 11.062 13.329
H 13.990 13.716 14.277
H 14.927 11.180 15.569
H 13.269 11.910 15.828
H 15.965 13.359 16.453
H 15.229 12.358 17.634
H 14.202 13.866 19.229
H 14.031 15.425 18.381
H 15.536 14.774 18.391
C 15.082 17.477 13.789
O 14.389 17.324 12.572
C 14.412 16.163 11.829
C 14.146 16.415 10.383
N 12.760 17.020 10.289
C 12.457 17.406 8.895
C 11.005 17.938 8.895
O 10.932 19.190 9.576
C 9.619 19.475 9.862
H 15.256 16.482 14.321
H 14.552 18.193 14.396
H 15.963 18.068 13.590
H 13.573 15.547 12.144
H 15.275 15.522 11.967
H 14.143 15.461 9.829
H 14.907 17.005 9.893
H 12.792 17.892 10.836
H 12.456 16.492 8.257
H 13.136 18.145 8.578
H 10.352 17.255 9.471
H 10.588 18.117 7.936
H 8.941 19.563 8.942
H 9.492 20.397 10.344
H 9.245 18.699 10.541
C 21.793 16.624 20.742
C 21.073 15.755 19.797
O 21.522 14.429 19.996
H 22.835 16.319 20.851
H 21.422 16.475 21.728
H 21.750 17.615 20.364
H 21.245 16.034 18.708
H 20.013 15.896 19.908
H 20.789 13.851 19.639
C 19.316 12.780 14.347
C 17.835 12.454 13.963
O 17.379 13.620 13.387
H 19.832 11.959 14.939
H 19.210 13.673 14.945
H 19.946 12.957 13.474
H 17.331 12.250 14.925
H 17.772 11.548 13.228
H 16.456 13.550 13.615
*
```

SMILES: COCCNCCOC.COCCNCCOC.COCCNCCOC.COCCNCCOC.COCCNCCOC.COCCNCCOC.CCO.CCO


Entry 2:
A 8-piece molecular cluster, C40H102N6O16 overall in a non-equilibrium geometry. Source: OMol25; level of theory: ωB97M-V/def2-TZVPD.

The geometry in ORCA input format:
```
! RIJCOSX wB97M-V def2-TZVPD def2/J DEFGRID3
* xyz 0 1
C 1.958 23.861 13.469
C 2.462 23.536 12.058
O 2.099 22.231 11.658
O 0.593 24.364 13.431
H 2.587 24.628 13.943
H 2.062 22.930 14.066
H 3.528 23.647 12.066
H 2.017 24.220 11.336
H 1.559 22.266 10.874
H 0.239 24.481 14.331
C 7.136 22.254 13.883
C 6.241 23.308 14.582
O 4.877 22.854 14.606
O 6.941 21.020 14.540
H 8.182 22.590 13.893
H 6.797 22.242 12.844
H 6.209 24.251 14.007
H 6.573 23.510 15.592
H 4.765 22.154 15.230
H 6.012 20.770 14.351
C 5.245 22.666 10.274
O 5.993 23.597 11.008
C 6.218 24.777 10.322
C 7.099 25.592 11.234
N 7.333 26.877 10.624
C 7.998 27.691 11.570
C 8.214 29.029 10.953
O 8.968 29.854 11.861
C 8.853 31.221 11.478
H 4.310 23.060 9.840
H 5.022 21.849 10.968
H 5.834 22.222 9.440
H 5.277 25.360 10.225
H 6.544 24.494 9.301
H 8.037 25.133 11.551
H 6.471 25.728 12.118
H 7.916 26.732 9.792
H 8.961 27.320 11.932
H 7.343 27.838 12.442
H 7.260 29.468 10.599
H 8.925 28.992 10.091
H 9.390 31.840 12.198
H 7.839 31.567 11.379
H 9.315 31.374 10.478
C 11.056 20.838 17.697
O 11.146 22.165 17.262
C 10.601 22.359 15.934
C 10.502 23.861 15.668
N 9.811 24.556 16.761
C 9.972 26.025 16.583
C 9.054 26.679 15.560
O 9.632 26.590 14.262
C 10.539 27.620 14.013
H 11.764 20.166 17.160
H 10.028 20.509 17.548
H 11.239 20.881 18.767
H 9.577 21.947 15.899
H 11.184 21.743 15.252
H 9.922 24.008 14.761
H 11.517 24.261 15.524
H 10.205 24.251 17.637
H 11.022 26.257 16.309
H 9.832 26.452 17.572
H 8.876 27.728 15.857
H 8.109 26.137 15.568
H 10.831 27.606 12.982
H 11.432 27.509 14.646
H 10.067 28.603 14.167
C 6.243 33.605 18.132
O 5.546 32.374 18.074
C 4.487 32.358 18.955
C 3.790 31.031 18.746
N 4.511 29.861 19.130
C 3.758 28.678 18.759
C 4.608 27.419 18.971
O 5.737 27.563 18.125
C 6.656 26.530 18.143
H 7.077 33.614 17.418
H 6.629 33.892 19.108
H 5.543 34.359 17.743
H 3.747 33.182 18.731
H 4.832 32.467 20.006
H 3.518 30.994 17.655
H 2.828 30.982 19.264
H 5.399 29.865 18.660
H 3.450 28.706 17.667
H 2.859 28.636 19.400
H 4.055 26.514 18.664
H 4.944 27.224 19.990
H 7.056 26.410 17.129
H 6.081 25.609 18.338
H 7.511 26.565 18.854
C 4.651 23.046 20.815
O 4.551 23.619 19.536
C 4.967 22.757 18.455
C 4.080 21.558 18.263
N 4.467 20.859 17.001
C 3.570 19.706 16.688
C 4.194 18.952 15.524
O 4.467 19.794 14.427
C 3.391 20.285 13.693
H 3.835 22.327 21.010
H 4.581 23.849 21.532
H 5.604 22.522 20.981
H 5.960 22.386 18.783
H 5.027 23.319 17.518
H 3.058 21.846 18.148
H 4.082 20.839 19.103
H 5.437 20.523 17.022
H 2.599 20.154 16.524
H 3.415 19.156 17.632
H 3.609 18.087 15.185
H 5.187 18.620 15.816
H 2.576 20.544 14.396
H 3.010 19.583 12.936
H 3.738 21.181 13.206
C 11.849 14.410 12.595
O 11.266 15.658 12.432
C 9.864 15.489 12.567
C 9.165 16.849 12.496
N 7.819 16.689 13.026
C 6.982 17.882 13.181
C 6.765 18.631 11.833
O 6.065 17.751 10.996
C 5.690 18.310 9.721
H 11.450 13.805 11.753
H 11.585 13.937 13.540
H 12.913 14.523 12.601
H 9.582 15.106 13.570
H 9.516 14.773 11.797
H 9.202 17.291 11.472
H 9.645 17.570 13.171
H 7.310 16.114 12.350
H 7.494 18.569 13.877
H 6.019 17.527 13.591
H 7.709 18.972 11.348
H 6.182 19.549 12.013
H 5.146 17.558 9.178
H 6.610 18.609 9.148
H 4.995 19.173 9.819
C 15.510 27.308 12.845
O 14.192 26.995 12.757
C 13.945 25.674 12.468
C 12.452 25.428 12.465
N 12.049 24.068 12.077
C 10.603 24.029 11.972
C 10.129 22.564 11.765
O 10.706 21.732 12.812
C 10.207 20.438 12.790
H 16.023 26.710 13.625
H 15.550 28.360 13.142
H 16.001 27.178 11.904
H 14.581 25.101 13.194
H 14.289 25.487 11.401
H 11.998 26.183 11.809
H 12.096 25.696 13.472
H 12.346 23.338 12.730
H 10.228 24.543 11.092
H 10.105 24.452 12.876
H 10.405 22.147 10.771
H 9.030 22.510 11.831
H 9.142 20.337 12.981
H 10.797 19.887 13.505
H 10.407 20.048 11.756
*
```

SMILES: COCCNCCOC.COCCNCCOC.COCCNCCOC.COCCNCCOC.COCCNCCOC.COCCNCCOC.OCCO.OCCO


Entry 3:
A 10-piece molecular cluster, C40H105N5O15 overall in a non-equilibrium geometry. Source: OMol25; level of theory: ωB97M-V/def2-TZVPD.

The geometry in ORCA input format:
```
! RIJCOSX wB97M-V def2-TZVPD def2/J DEFGRID3
* xyz 0 1
C 0.167 -3.588 -2.107
O -1.156 -3.938 -2.495
C -1.919 -4.374 -1.419
C -3.163 -5.138 -1.942
N -4.317 -4.488 -2.426
C -4.979 -3.704 -1.402
C -6.275 -3.041 -1.945
O -5.982 -1.976 -2.797
C -7.178 -1.242 -3.046
H 0.137 -2.869 -1.300
H 0.722 -3.289 -3.008
H 0.668 -4.470 -1.717
H -2.231 -3.527 -0.823
H -1.362 -5.124 -0.800
H -3.439 -5.708 -1.043
H -2.763 -5.836 -2.649
H -4.088 -3.835 -3.205
H -4.381 -2.839 -1.003
H -5.258 -4.377 -0.607
H -6.816 -2.650 -1.061
H -6.914 -3.760 -2.464
H -7.859 -1.782 -3.707
H -6.844 -0.317 -3.484
H -7.702 -1.062 -2.074
C -3.098 -5.094 2.156
O -2.383 -3.846 2.012
C -3.120 -2.697 2.274
C -2.205 -1.502 2.027
N -2.789 -0.222 2.358
C -2.621 0.166 3.791
C -3.282 1.460 3.980
O -4.624 1.260 3.539
C -5.435 2.395 3.608
H -2.462 -5.966 1.820
H -3.990 -5.146 1.469
H -3.353 -5.334 3.143
H -3.497 -2.769 3.301
H -4.003 -2.651 1.548
H -2.022 -1.687 0.939
H -1.218 -1.589 2.456
H -3.739 -0.178 2.090
H -1.593 0.128 4.096
H -3.191 -0.529 4.456
H -2.834 2.300 3.505
H -3.244 1.726 5.034
H -5.387 2.941 4.577
H -6.459 2.095 3.448
H -5.186 3.109 2.820
C 5.125 0.051 0.013
O 4.157 0.897 -0.670
C 3.970 2.183 -0.011
C 4.006 3.315 -0.981
N 5.329 3.731 -1.435
C 5.218 4.847 -2.333
C 6.474 5.051 -3.148
O 6.787 3.841 -3.814
C 7.908 3.794 -4.669
H 4.930 -0.950 -0.401
H 4.930 0.052 1.112
H 6.163 0.356 -0.233
H 4.778 2.356 0.743
H 3.058 2.253 0.512
H 3.591 4.213 -0.519
H 3.320 3.204 -1.843
H 5.768 2.972 -1.922
H 4.968 5.711 -1.741
H 4.408 4.744 -3.060
H 7.332 5.308 -2.555
H 6.258 5.863 -3.847
H 8.016 2.762 -4.996
H 8.790 4.180 -4.152
H 7.627 4.308 -5.591
C -3.527 -0.310 7.299
O -2.877 -1.386 6.610
C -1.518 -1.302 6.710
C -0.816 -2.554 6.135
N 0.641 -2.357 6.055
C 1.394 -3.100 5.045
C 0.778 -3.067 3.655
O 1.674 -3.833 2.772
C 1.431 -3.691 1.391
H -3.565 -0.570 8.361
H -4.534 -0.155 6.825
H -3.053 0.629 7.093
H -1.183 -1.056 7.747
H -1.142 -0.483 6.062
H -1.221 -2.805 5.191
H -1.099 -3.429 6.690
H 0.994 -2.551 6.993
H 1.564 -4.123 5.314
H 2.448 -2.720 5.012
H 0.834 -1.973 3.357
H -0.205 -3.501 3.515
H 0.394 -3.691 1.065
H 2.019 -4.520 0.859
H 1.830 -2.806 0.956
C -1.552 -0.833 -3.093
O -0.897 0.455 -3.094
C -1.394 1.513 -3.935
C -0.317 2.541 -4.062
N 0.898 2.111 -4.679
C 1.832 3.141 -4.925
C 3.204 2.633 -5.390
O 3.778 1.660 -4.532
C 4.980 1.133 -5.020
H -1.470 -1.221 -2.104
H -1.126 -1.522 -3.875
H -2.662 -0.802 -3.190
H -2.218 2.078 -3.516
H -1.552 1.222 -4.976
H -0.018 2.893 -3.033
H -0.717 3.414 -4.644
H 1.305 1.301 -4.214
H 2.018 3.785 -4.015
H 1.537 3.722 -5.815
H 3.822 3.555 -5.408
H 3.088 2.171 -6.352
H 5.228 0.377 -4.326
H 5.748 1.853 -5.215
H 4.765 0.552 -5.942
C 4.980 -0.500 4.299
C 3.529 -0.512 3.814
O 3.218 0.725 3.148
H 5.133 -1.477 4.828
H 5.229 0.350 4.927
H 5.688 -0.431 3.493
H 2.920 -0.568 4.734
H 3.347 -1.364 3.198
H 2.686 0.634 2.342
C -3.669 0.876 -1.166
C -4.257 1.972 -0.245
O -3.385 2.375 0.785
H -3.494 -0.002 -0.528
H -2.708 1.144 -1.613
H -4.278 0.620 -2.074
H -5.166 1.570 0.228
H -4.462 2.860 -0.823
H -2.998 1.602 1.351
C 0.307 4.463 -0.769
C -1.219 4.204 -0.970
O -1.954 4.505 0.221
H 0.679 3.907 0.119
H 0.439 5.499 -0.590
H 0.871 4.037 -1.593
H -1.409 3.169 -1.296
H -1.558 4.860 -1.725
H -2.497 3.732 0.520
C 0.034 1.892 1.916
C 0.036 1.024 0.596
O 0.846 -0.126 0.936
H -0.278 2.889 1.566
H 1.011 1.998 2.354
H -0.653 1.472 2.677
H 0.443 1.568 -0.221
H -1.038 0.834 0.362
H 0.887 -0.658 0.107
C 3.194 -1.990 -3.537
C 2.376 -0.988 -2.885
O 2.253 -1.085 -1.439
H 2.736 -2.981 -3.440
H 4.249 -2.006 -3.178
H 3.198 -1.693 -4.646
H 1.323 -0.904 -3.230
H 2.824 -0.025 -3.151
H 2.809 -0.328 -1.145
*
```

SMILES: COCCNCCOC.COCCNCCOC.COCCNCCOC.COCCNCCOC.COCCNCCOC.CCO.CCO.CCO.CCO.CCO


Energy relative to the best compared isomer or geometry (same formula, charge and spin) list, top to bottom, in eV: 3.6642, 0.0000, 0.6840
Molar mass list, top to bottom, in Da: 891.28, 923.28, 896.30